[1]
Entry from the OMol25 dataset: a molecular structure, C35H29N2OS6Ti (wB97M-V/def2-TZVPD).

```
74
C35H29N2OS6Ti, DFT wB97M-V/def2-TZVPD
Ti -0.540 -0.868 -1.435
S 0.079 -2.475 -3.060
C 0.451 -1.441 -4.436
C 0.174 -1.882 -5.727
C 0.485 -1.092 -6.821
C 1.099 0.137 -6.642
C 1.401 0.579 -5.363
C 1.058 -0.196 -4.264
S 1.446 0.313 -2.590
C 1.176 2.119 -2.749
C 1.231 2.823 -1.424
C 2.091 3.901 -1.251
C 2.046 4.602 -0.058
C 1.146 4.196 0.912
C 0.332 3.098 0.656
C -0.653 2.644 1.697
S -1.622 -0.083 1.538
C -1.002 -1.656 2.055
C -1.729 -2.274 3.070
C -1.262 -3.446 3.629
C -0.067 -3.986 3.160
C 0.635 -3.384 2.132
C 0.185 -2.196 1.542
S 1.112 -1.505 0.226
N 0.383 2.414 -0.486
H -0.287 -2.852 -5.856
H 0.254 -1.439 -7.819
H 1.361 0.753 -7.492
H 1.913 1.523 -5.239
H 0.199 2.257 -3.205
H 1.953 2.503 -3.403
H 2.772 4.190 -2.040
H 2.693 5.452 0.111
H 1.064 4.722 1.853
H -1.638 2.500 1.254
H -0.713 3.354 2.517
H -2.646 -1.811 3.418
H -1.804 -3.927 4.431
H 0.320 -4.892 3.608
H 1.552 -3.821 1.759
S -4.595 -0.080 -3.092
C -3.641 1.079 -3.898
C -2.322 1.009 -3.557
C -2.029 -0.004 -2.606
C -3.189 -0.688 -2.274
C -3.207 -1.875 -1.450
C -4.356 -2.601 -1.127
C -4.235 -3.789 -0.438
C -2.967 -4.262 -0.107
C -1.876 -3.489 -0.427
N -1.990 -2.305 -1.044
H -4.107 1.759 -4.595
H -1.595 1.662 -4.018
H -5.321 -2.226 -1.436
H -5.115 -4.361 -0.176
H -2.833 -5.213 0.388
H -0.872 -3.820 -0.201
C 3.220 -0.306 3.209
S -0.113 1.042 2.412
O -1.452 0.019 0.026
C 2.780 0.771 4.159
C 3.221 2.082 3.984
C 2.865 3.077 4.882
C 2.050 2.778 5.966
C 1.595 1.481 6.143
C 1.961 0.486 5.246
H 2.929 -1.292 3.569
H 4.304 -0.285 3.088
H 2.783 -0.162 2.221
H 3.862 2.314 3.140
H 3.239 4.084 4.747
H 1.778 3.551 6.673
H 0.963 1.240 6.989
H 1.615 -0.531 5.398
```

Output
F_max ... 0.02296 Eh/bohr
Orbital gap ... 6.75 eV
Total charge ... +1

Löwdin atomic charge list, values in e, 6 entries: number 1, Ti, carries 0.5860; number 2, S, carries 0.7101; number 3, C, carries -0.6467; number 4, C, carries -0.0922; number 5, C, carries -0.0625; number 6, C, carries -0.0664

***

[2]
Entry from the OMol25 dataset: a single CH6N2O molecule (wB97M-V/def2-TZVPD).

```
10
CH6N2O, DFT wB97M-V/def2-TZVPD
C 1.212 -0.494 0.212
N -0.151 -0.578 -0.606
O -0.572 0.824 -0.785
N -1.481 1.237 0.152
H 1.800 -1.326 -0.042
H 1.692 0.432 0.123
H 0.885 -0.634 1.224
H -0.019 -1.171 -1.361
H -1.227 1.246 1.152
H -2.140 0.464 -0.069
```

Output
F_max ... 0.11704 Eh/bohr
Orbital gap ... 10.56 eV
Relative energy (zero: lowest compared OMol25 entry of this formula, charge and spin) ... 478.4 kJ/mol
SMILES string ... CNON

Löwdin atomic charge list, values in e, 6 entries: number 1, C, carries -0.0408; number 2, N, carries -0.0568; number 3, O, carries -0.2636; number 4, N, carries -0.0145; number 5, H, carries 0.0475; number 6, H, carries 0.0502

***

[3]
Entry from the OMol25 dataset: a molecular structure, C49H68BBr2FN7O4Pt (wB97M-V/def2-TZVPD).

```
133
C49H68BBr2FN7O4Pt, DFT wB97M-V/def2-TZVPD
Pt -0.255 -1.012 0.208
Br 5.142 -0.771 -0.559
C 4.334 -2.180 -1.597
Br 2.432 -1.977 -1.832
H 4.511 -3.115 -1.081
H 4.796 -2.168 -2.575
F 5.407 3.100 0.122
C 4.136 3.473 -0.131
C 3.170 2.517 -0.044
C 1.837 2.821 -0.335
C 0.822 1.776 -0.297
O 1.131 0.645 0.169
C -0.456 2.141 -0.803
C -0.695 3.455 -1.114
N 0.209 4.440 -1.034
C -0.160 5.785 -1.442
C -1.470 6.337 -0.979
C -0.193 6.870 -0.404
C 1.525 4.133 -0.705
C 2.526 5.109 -0.759
C 3.856 4.808 -0.499
N 4.837 5.809 -0.592
C 6.219 5.577 -0.158
C 7.013 6.877 -0.281
N 6.097 8.036 -0.013
C 5.058 8.169 -1.108
C 4.774 6.781 -1.676
C -1.573 1.191 -1.132
O -2.670 1.621 -1.408
O -1.264 -0.086 -1.256
H 3.448 1.501 0.197
H -1.680 3.735 -1.462
H 0.174 6.031 -2.442
H -2.081 5.722 -0.332
H -2.022 6.946 -1.680
H 0.044 6.584 0.612
H 0.134 7.858 -0.697
H 2.239 6.121 -1.000
H 6.739 4.816 -0.744
H 6.214 5.250 0.881
H 7.419 7.036 -1.278
H 7.834 6.903 0.432
H 6.629 8.902 0.076
H 5.625 7.885 0.880
H 5.453 8.848 -1.861
H 4.176 8.611 -0.651
H 5.489 6.527 -2.466
H 3.796 6.792 -2.146
C -3.428 -0.997 3.909
C -2.699 -0.488 2.664
C -1.788 0.692 2.999
C -3.682 -0.131 1.571
C -4.475 0.997 1.711
C -5.438 1.319 0.767
C -5.619 0.521 -0.346
C -4.865 -0.630 -0.542
C -5.071 -1.428 -1.817
C -4.908 -0.543 -3.056
C -6.433 -2.126 -1.815
C -3.919 -0.933 0.448
N -3.158 -2.143 0.250
B -1.645 -2.268 -0.074
N -1.642 -3.700 -0.677
C -2.765 -4.268 -0.444
C -3.721 -3.289 0.123
C -0.569 -4.313 -1.439
C -0.465 -3.826 -2.744
C 0.485 -4.424 -3.559
C 1.282 -5.451 -3.076
C 1.158 -5.889 -1.770
C 0.222 -5.327 -0.905
C 0.139 -5.799 0.531
C -0.235 -7.280 0.616
C 1.461 -5.519 1.251
C -1.428 -2.773 -3.258
C -2.650 -3.454 -3.882
C -0.787 -1.791 -4.234
H -2.710 -1.288 4.678
H -4.057 -1.861 3.684
H -4.071 -0.223 4.331
H -2.062 -1.294 2.301
H -2.350 1.520 3.431
H -1.268 1.058 2.109
H -1.042 0.390 3.733
H -4.354 1.626 2.583
H -6.050 2.201 0.900
H -6.357 0.800 -1.086
H -4.299 -2.203 -1.895
H -5.689 0.216 -3.103
H -4.997 -1.150 -3.958
H -3.945 -0.033 -3.049
H -7.241 -1.394 -1.779
H -6.565 -2.789 -0.955
H -6.560 -2.715 -2.724
H -2.980 -5.303 -0.684
H -4.765 -3.476 0.343
H 0.598 -4.093 -4.582
H 2.008 -5.916 -3.730
H 1.797 -6.685 -1.410
H -0.641 -5.227 1.041
H 0.547 -7.908 0.190
H -1.159 -7.498 0.078
H -0.366 -7.581 1.656
H 1.414 -5.867 2.285
H 1.695 -4.454 1.242
H 2.281 -6.056 0.770
H -1.769 -2.159 -2.410
H -2.347 -4.073 -4.727
H -3.365 -2.711 -4.239
H -3.166 -4.116 -3.178
H -0.509 -2.276 -5.170
H 0.101 -1.329 -3.802
H -1.499 -1.000 -4.474
C -0.783 -3.539 3.341
N 0.278 -2.659 3.805
C 0.891 -3.077 5.070
C 0.895 -1.834 2.930
O 0.749 -2.042 1.675
N 1.691 -0.850 3.385
C 1.554 -0.220 4.692
C 2.759 -0.318 2.553
H -1.574 -3.575 4.090
H -1.187 -3.163 2.407
H -0.404 -4.549 3.178
H 0.706 -4.143 5.193
H 0.475 -2.558 5.932
H 1.966 -2.926 5.036
H 2.271 -0.595 5.422
H 0.549 -0.357 5.076
H 1.729 0.848 4.563
H 2.791 -0.844 1.607
H 3.711 -0.444 3.071
H 2.589 0.742 2.365
```

Output
F_max ... 0.00485 Eh/bohr
Orbital gap ... 5.43 eV
Relative energy (zero: lowest compared OMol25 entry of this formula, charge and spin) ... 0.0 kJ/mol
Total charge ... +3

Löwdin atomic charge list, values in e, 6 entries: number 1, Pt, carries 1.2451; number 2, Br, carries 0.6373; number 3, C, carries -1.0178; number 4, Br, carries 0.6928; number 5, H, carries 0.0033; number 6, H, carries 0.0046

***

[4]
Entry from the OMol25 dataset: 10 unconnected molecules or ions with the total composition C5H28NO10 (wB97M-V/def2-TZVPD).

```
44
C5H28NO10, DFT wB97M-V/def2-TZVPD
C -0.073 -2.639 0.311
O 0.546 -3.101 1.510
C 0.802 -1.690 -0.515
C 0.063 -0.895 -1.673
C -0.429 0.371 -0.823
C -2.430 1.401 -0.718
N -1.796 0.407 -1.200
H -0.287 -3.566 -0.137
H -0.949 -2.128 0.788
H 1.574 -2.346 -1.144
H 1.322 -1.105 0.220
H -0.806 -1.371 -1.999
H 0.706 -0.369 -2.399
H 0.230 1.169 -1.239
H -0.110 0.246 0.272
H -3.392 1.719 -0.969
H -1.996 2.201 -0.014
H 2.617 1.369 -0.771
H 2.731 2.271 -2.605
O 2.092 2.168 -1.864
H 1.464 -2.837 1.770
H 4.138 -1.495 1.450
O 3.318 -1.480 1.109
H -3.987 -2.072 -0.679
H -2.475 -1.785 -1.105
O -3.169 -2.436 -1.025
H 1.907 0.934 0.661
H 3.184 -0.617 0.682
O 2.701 0.955 0.185
H -2.566 -2.726 1.405
H -2.210 -2.906 2.919
O -2.861 -2.548 2.291
H 0.697 4.364 -0.955
H 1.647 3.321 -0.843
O 1.199 3.986 -0.255
H 0.749 2.709 -2.336
H -0.737 2.698 -2.832
O -0.082 3.237 -2.565
H -0.070 3.154 0.620
H 0.077 4.038 1.840
O -0.516 3.413 1.422
H -0.260 -2.131 3.380
H -1.579 -1.525 3.816
O -0.984 -2.365 4.015
```

Output
F_max ... 0.11323 Eh/bohr
Orbital gap ... 9.61 eV
Relative energy (zero: lowest compared OMol25 entry of this formula, charge and spin) ... 352.0 kJ/mol
Total charge ... -1

Löwdin atomic charge list, values in e, 6 entries: number 1, C, carries -0.2521; number 2, O, carries -0.1198; number 3, C, carries -0.1826; number 4, C, carries -0.1182; number 5, C, carries -0.2600; number 6, C, carries -0.0174

***

[5]
Entry from the OMol25 dataset: a gas-phase ion, C4H7N2OS (charge +1) (wB97M-V/def2-TZVPD).

```
15
C4H7N2OS, DFT wB97M-V/def2-TZVPD
C -1.795 1.062 0.148
C -0.524 1.397 -0.103
C -1.891 -0.405 0.205
C 0.279 0.185 -0.162
N -0.312 -2.068 0.157
N -0.540 -0.874 0.141
O 3.638 0.252 0.554
S 2.051 -0.041 -0.457
H -2.705 1.588 0.156
H -0.057 2.309 -0.491
H -2.466 -0.960 0.782
H -2.297 -0.590 -0.830
H 0.525 -2.471 -0.227
H 3.973 -0.693 0.841
H 2.120 1.308 -0.715
```

Output
F_max ... 0.09202 Eh/bohr
Orbital gap (alpha / beta) ... 6.90 / 7.25 eV
Relative energy (zero: lowest compared OMol25 entry of this formula, charge and spin) ... 561.4 kJ/mol
Total charge ... +1

Löwdin atomic charge list, values in e, 6 entries: number 1, C, carries 0.0141; number 2, C, carries -0.0383; number 3, C, carries -0.0634; number 4, C, carries -0.4037; number 5, N, carries 0.2359; number 6, N, carries -0.2120

***

[6]
Entry from the OMol25 dataset: a molecular structure, C5H10O (wB97M-V/def2-TZVPD).

```
16
C5H10O, DFT wB97M-V/def2-TZVPD
C -1.370 1.391 -0.139
C -1.378 -0.117 -0.152
C 0.548 -0.343 0.543
C 1.787 0.406 0.134
C 0.575 -1.777 0.278
O -0.041 -1.118 -0.822
H -0.735 1.780 -0.944
H -1.001 1.771 0.815
H -2.391 1.748 -0.340
H -1.949 -0.454 -1.026
H -1.774 -0.589 0.745
H 1.549 1.429 -0.178
H 2.465 0.484 0.997
H 2.335 -0.085 -0.685
H -0.059 -2.471 0.839
H 1.504 -2.213 -0.089
```

Output
F_max ... 0.00662 Eh/bohr
Orbital gap ... 8.79 eV
Relative energy (zero: lowest compared OMol25 entry of this formula, charge and spin) ... 567.2 kJ/mol

Löwdin atomic charge list, values in e, 6 entries: number 1, C, carries -0.1258; number 2, C, carries -0.1277; number 3, C, carries -0.1946; number 4, C, carries -0.0975; number 5, C, carries -0.2122; number 6, O, carries -0.1436

***

[7]
Entry from the OMol25 dataset: a single C3H3N3S molecule (wB97M-V/def2-TZVPD).

```
10
C3H3N3S, DFT wB97M-V/def2-TZVPD
C -0.119 2.098 -0.925
C -1.004 -1.360 0.172
C 1.114 -0.560 0.755
N 0.132 3.223 -0.991
N 0.035 -1.218 0.923
N -0.218 0.815 -0.877
S -1.549 -0.072 -0.811
H -1.665 -2.198 0.296
H 1.615 -0.198 1.639
H 1.659 -0.529 -0.179
```

Output
F_max ... 0.03824 Eh/bohr
Orbital gap (alpha / beta) ... 7.24 / 7.24 eV
Relative energy (zero: lowest compared OMol25 entry of this formula, charge and spin) ... 325.5 kJ/mol

Löwdin atomic charge list, values in e, 6 entries: number 1, C, carries -0.5306; number 2, C, carries -0.4347; number 3, C, carries 0.0384; number 4, N, carries 0.0941; number 5, N, carries -0.0405; number 6, N, carries -0.3916

***

[8]
Entry from the OMol25 dataset: 2 unconnected molecules or ions with the total composition C3H5NO3P (wB97M-V/def2-TZVPD).

```
13
C3H5NO3P, DFT wB97M-V/def2-TZVPD
C -0.736 -0.301 0.168
C 1.277 1.968 0.113
C 0.665 -0.206 0.245
N 1.652 -0.855 -0.320
O -1.285 -1.416 0.739
O -3.832 -0.248 -0.987
O -1.529 0.608 -0.248
P -3.235 0.281 0.189
H 1.243 2.551 0.948
H 2.251 2.033 -0.395
H 1.547 -1.497 -1.251
H 2.557 -0.708 -0.009
H -0.574 -2.210 0.808
```

Output
F_max ... 0.10161 Eh/bohr
Orbital gap (alpha / beta) ... 7.84 / 8.70 eV
Relative energy (zero: lowest compared OMol25 entry of this formula, charge and spin) ... 173.1 kJ/mol
Spin multiplicity ... 3
Total charge ... +1

Löwdin atomic charge list, values in e, 6 entries: number 1, C, carries -0.4819; number 2, C, carries 0.2288; number 3, C, carries -0.0505; number 4, N, carries 0.1432; number 5, O, carries 0.0318; number 6, O, carries -0.3268

***

[9]
Entry from the OMol25 dataset: a single C3H5NO molecule (wB97M-V/def2-TZVPD).

```
10
C3H5NO, DFT wB97M-V/def2-TZVPD
N 2.845 -0.302 0.602
C 1.825 0.028 0.167
C 0.529 0.464 -0.354
C -0.631 -0.420 0.108
O -1.810 0.308 -0.168
H 0.335 1.484 -0.004
H 0.566 0.494 -1.448
H -0.531 -0.632 1.181
H -0.611 -1.378 -0.431
H -2.529 -0.076 0.348
```

Output
F_max ... 0.02200 Eh/bohr
Orbital gap ... 11.75 eV
Relative energy (zero: lowest compared OMol25 entry of this formula, charge and spin) ... 54.4 kJ/mol
SMILES string ... N#CCCO

Löwdin atomic charge list, values in e, 6 entries: number 1, N, carries 0.1382; number 2, C, carries -0.2273; number 3, C, carries -0.1651; number 4, C, carries -0.2748; number 5, O, carries -0.0641; number 6, H, carries 0.1277

***

[10]
Entry from the OMol25 dataset: 7 unconnected molecules or ions with the total composition C26H66ClIN2O6P (wB97M-V/def2-TZVPD).

```
103
C26H66ClIN2O6P, DFT wB97M-V/def2-TZVPD
C 1.152 3.406 -2.521
C 0.635 2.905 -3.883
C -0.430 1.827 -3.737
N 0.231 0.524 -3.367
C -0.051 -0.584 -4.315
C 0.697 -1.871 -3.932
C 1.625 -1.775 -2.706
C 2.050 -3.144 -2.148
I 2.256 -4.678 -3.677
C 3.352 -3.101 -1.329
C 3.115 -3.484 0.133
C 1.053 -0.908 -1.534
P 2.366 0.026 -0.615
N 1.931 1.208 0.325
C -0.041 0.078 -1.958
C -1.461 -0.495 -1.805
C -2.067 -0.168 -0.442
C -1.430 -0.879 0.741
Cl -1.475 -2.648 0.542
H 2.230 3.333 -2.419
H 0.912 4.452 -2.362
H 0.724 2.852 -1.688
H 1.464 2.511 -4.477
H 0.228 3.728 -4.463
H -0.965 1.695 -4.674
H -1.145 2.098 -2.966
H 1.234 0.707 -3.418
H -1.123 -0.734 -4.354
H 0.247 -0.246 -5.305
H 1.327 -2.134 -4.775
H -0.022 -2.677 -3.812
H 2.540 -1.287 -3.057
H 1.255 -3.539 -1.520
H 3.838 -2.128 -1.417
H 4.065 -3.814 -1.732
H 3.995 -3.287 0.736
H 2.294 -2.916 0.575
H 2.874 -4.543 0.193
H 0.597 -1.588 -0.815
H 3.233 0.413 -1.663
H 3.112 -0.933 0.071
H 0.933 1.361 0.366
H 0.005 0.980 -1.354
H -2.109 -0.055 -2.564
H -1.433 -1.571 -1.957
H -2.042 0.908 -0.257
H -3.118 -0.453 -0.479
H -0.400 -0.580 0.923
H -1.991 -0.654 1.644
C 5.476 -1.219 4.486
C 4.585 -1.464 3.288
O 4.391 -2.861 3.068
H 6.453 -1.682 4.339
H 5.617 -0.153 4.672
H 4.998 -1.684 5.346
H 5.028 -1.063 2.374
H 3.613 -0.979 3.434
H 3.998 -3.216 3.874
C -4.109 -1.245 3.842
C -4.984 -0.010 3.765
O -4.556 0.867 2.718
H -3.070 -0.960 4.022
H -4.429 -1.915 4.640
H -4.152 -1.796 2.899
H -4.933 0.554 4.694
H -6.027 -0.292 3.596
H -4.631 0.370 1.898
C -8.760 -0.963 0.634
C -7.265 -0.870 0.873
O -6.735 -2.082 1.414
H -9.275 -1.195 1.566
H -9.154 -0.026 0.240
H -8.988 -1.757 -0.080
H -7.043 -0.087 1.598
H -6.743 -0.626 -0.060
H -6.910 -2.776 0.773
C -4.032 3.172 -4.387
C -2.911 4.102 -4.822
O -3.391 5.271 -5.457
H -4.639 2.887 -5.245
H -3.640 2.264 -3.921
H -4.685 3.667 -3.666
H -2.271 3.608 -5.555
H -2.287 4.380 -3.960
H -3.949 5.750 -4.837
C 1.840 -3.008 8.200
C 2.033 -3.289 6.723
O 3.369 -3.007 6.293
H 2.079 -1.969 8.424
H 0.811 -3.204 8.502
H 2.497 -3.640 8.803
H 1.389 -2.648 6.123
H 1.783 -4.329 6.494
H 3.965 -3.567 6.801
C 5.680 4.780 -0.848
C 4.383 5.449 -0.435
O 3.260 4.576 -0.569
H 5.619 4.434 -1.881
H 6.520 5.469 -0.762
H 5.886 3.913 -0.215
H 4.173 6.305 -1.074
H 4.450 5.808 0.596
H 3.403 3.818 0.008
```

Output
F_max ... 0.01942 Eh/bohr
Orbital gap ... 9.49 eV
Total charge ... +1

Löwdin atomic charge list, values in e, 6 entries: number 1, C, carries -0.0745; number 2, C, carries -0.1931; number 3, C, carries -0.1251; number 4, N, carries -0.0508; number 5, C, carries -0.0879; number 6, C, carries -0.1754

***

Total energy / a.u.: -4774.35457; -226.28533; -7983.50549; -1014.40680; -739.09017; -271.53659; -678.45533; -738.66017; -247.28651; -2690.10770